C7H6Cl2LuN2O3Pm as an isolated structure in a non-equilibrium geometry. Source: OMol25; level of theory: ωB97M-V with the def2-TZVPD basis set.

Output
maximum force	9.25	eV/Å
highest occupied orbital energy (spin up / spin down)	-21.0 / -21.0	eV
energy	-91655.252	eV
2S+1	5
E_LUMO (spin up / spin down)	-0.65362 / -0.61645	Ha
charge	+4

Positions of all 22 atoms, in Å:
Pm1 0.874 -1.800 -4.411
Lu1 0.048 -1.070 0.466
Cl1 -0.927 -1.409 -2.634
Cl2 2.259 -0.621 -0.252
C1 1.275 -1.742 2.398
C2 -0.373 -3.720 -4.601
C3 1.917 -3.705 -3.240
O1 1.992 -2.128 3.224
O2 -1.089 -4.619 -4.447
O3 2.226 -4.773 -2.868
C4 1.150 2.136 1.915
C5 -0.251 1.967 1.437
N1 -0.779 0.918 0.768
C6 -2.113 1.256 0.502
C7 -2.400 2.448 1.011
N2 -1.196 2.900 1.603
H1 1.571 3.076 1.497
H2 1.154 2.177 3.025
H3 1.765 1.291 1.566
H4 -2.721 0.573 -0.074
H5 -3.327 3.050 1.026
H6 -1.055 3.794 2.086

---

C36H45FN6ORuSSi2 as an isolated structure in a non-equilibrium geometry. Source: OMol25; level of theory: ωB97M-V with the def2-TZVPD basis set.

Output
maximum force	2.29	eV/Å
highest occupied orbital energy (spin up / spin down)	-10.4 / -10.4	eV
energy	-80936.115	eV
2S+1	2
E_LUMO (spin up / spin down)	-0.14207 / -0.14592	Ha
ΔE to the lowest compared entry with this formula, charge and spin	8.6	kcal per mole
charge	+1

Positions of all 93 atoms, in Å:
Ru1 0.436 0.657 -0.312
C1 -2.933 0.491 -3.259
C2 -2.134 0.965 -2.227
N1 -1.247 0.169 -1.648
C3 -1.177 -1.122 -2.065
C4 -1.985 -1.554 -3.113
N2 -2.847 -0.751 -3.710
C5 -0.273 -2.007 -1.306
C6 -0.100 -3.359 -1.528
C7 0.777 -4.087 -0.719
C8 1.429 -3.404 0.314
C9 1.224 -2.043 0.470
N3 0.387 -1.374 -0.330
C10 1.875 -1.180 1.481
C11 2.784 -1.637 2.429
N4 3.337 -0.837 3.325
C12 2.967 0.434 3.310
C13 2.044 0.926 2.397
N5 1.510 0.135 1.471
C14 1.033 -5.519 -0.976
C15 0.180 -6.282 -1.774
C16 0.479 -7.617 -1.998
N6 1.544 -8.226 -1.499
C17 2.356 -7.503 -0.741
C18 2.152 -6.164 -0.449
H1 -3.659 1.140 -3.731
H2 -2.175 1.971 -1.852
H3 -1.933 -2.569 -3.487
H4 -0.610 -3.832 -2.350
H5 2.094 -3.922 0.986
H6 3.077 -2.678 2.467
H7 3.407 1.093 4.046
H8 1.719 1.957 2.415
H9 -0.722 -5.876 -2.206
H10 -0.179 -8.222 -2.612
H11 3.225 -8.015 -0.343
H12 2.884 -5.653 0.159
O1 -2.502 3.060 0.166
S1 0.669 3.128 -1.904
C19 -0.090 4.738 -2.289
C20 0.802 5.761 -1.589
C21 1.112 5.173 -0.219
C22 1.601 3.746 -0.447
H13 -1.113 4.783 -1.931
H14 -0.083 4.846 -3.372
H15 0.304 6.728 -1.518
H16 1.721 5.899 -2.162
H17 0.194 5.132 0.374
H18 1.843 5.753 0.344
H19 1.400 3.137 0.440
H20 2.665 3.696 -0.677
F1 1.984 -3.305 -5.475
C23 2.070 -2.385 -4.497
C24 1.333 -1.218 -4.613
C25 1.409 -0.286 -3.595
C26 2.199 -0.510 -2.463
C27 2.202 0.473 -1.348
C28 2.961 -1.678 -2.411
C29 2.899 -2.627 -3.418
H21 0.726 -1.054 -5.492
H22 0.838 0.633 -3.677
H23 2.446 1.454 -1.778
H24 3.006 0.231 -0.643
H25 3.616 -1.852 -1.567
H26 3.482 -3.536 -3.380
C30 -0.424 0.645 4.825
Si1 -1.641 0.010 3.528
C31 -3.364 -0.015 4.284
C32 -1.182 -1.758 3.050
C33 -1.599 1.081 2.001
Si2 -2.269 2.780 1.795
C34 -1.050 4.068 2.455
C35 -3.312 4.109 -0.312
C36 -3.906 2.991 2.690
H27 -0.503 0.071 5.750
H28 -0.617 1.689 5.075
H29 0.608 0.573 4.486
H30 -3.391 -0.756 5.085
H31 -4.126 -0.289 3.555
H32 -3.651 0.941 4.722
H33 -1.325 -2.422 3.905
H34 -0.138 -1.848 2.746
H35 -1.806 -2.130 2.237
H36 -1.195 0.497 1.150
H37 -0.072 3.987 1.976
H38 -0.901 3.959 3.528
H39 -1.418 5.083 2.284
H40 -2.744 5.039 -0.403
H41 -4.177 4.295 0.329
H42 -3.693 3.846 -1.303
H43 -3.771 2.914 3.769
H44 -4.635 2.237 2.393
H45 -4.338 3.977 2.506

---

C17H21GeI2N2ORh as an isolated structure. Source: OMol25; level of theory: ωB97M-V with the def2-TZVPD basis set.

Output
maximum force	0.92	eV/Å
highest occupied orbital energy (spin up / spin down)	-7.1 / -6.9	eV
energy	-98720.587	eV
E_LUMO (spin up / spin down)	-0.01417 / -0.01329	Ha
ΔE to the lowest compared entry with this formula, charge and spin	13.5	kcal per mole
charge	0

Positions of all 45 atoms, in Å:
Rh1 -0.627 0.093 -1.382
I1 -1.760 -6.305 1.830
C1 -1.564 -4.744 0.450
C2 -0.666 -4.854 -0.597
C3 -0.542 -3.819 -1.507
I2 0.828 -3.970 -3.072
C4 -1.304 -2.637 -1.415
O1 -1.188 -1.671 -2.285
C5 -2.218 -2.560 -0.322
C6 -2.999 -1.290 -0.112
N1 -2.053 -0.217 0.267
C7 -2.611 1.105 0.548
C8 -1.574 2.195 0.381
C9 -1.582 3.321 1.185
C10 -0.703 4.360 0.910
C11 0.159 4.240 -0.166
C12 0.136 3.073 -0.908
N2 -0.697 2.070 -0.635
C13 -2.330 -3.596 0.588
H1 -0.059 -5.742 -0.708
H2 -3.756 -1.448 0.665
H3 -3.502 -0.968 -1.027
H4 -1.509 -0.542 1.060
H5 -3.058 1.181 1.545
H6 -3.416 1.284 -0.172
H7 -2.277 3.386 2.011
H8 -0.693 5.247 1.529
H9 0.854 5.027 -0.423
H10 0.797 2.915 -1.749
H11 -3.029 -3.509 1.412
C14 3.619 1.801 -1.083
Ge1 2.563 0.498 -0.038
C15 3.755 -0.953 0.562
C16 1.846 1.393 1.575
C17 1.161 -0.282 -1.138
H12 4.534 2.060 -0.551
H13 3.055 2.717 -1.256
H14 3.889 1.380 -2.051
H15 4.642 -0.551 1.053
H16 4.077 -1.557 -0.286
H17 3.237 -1.607 1.263
H18 2.671 1.785 2.171
H19 1.292 0.684 2.192
H20 1.187 2.225 1.331
H21 1.416 -1.221 -1.645

---

An isolated ion of composition C6H15N3 and charge +2 in a non-equilibrium geometry. Source: OMol25; level of theory: ωB97M-V with the def2-TZVPD basis set.

Output
maximum force	3.99	eV/Å
highest occupied orbital energy	-19.4	eV
energy	-10916.784	eV
E_LUMO	-0.29745	Ha
ΔE to the lowest compared entry with this formula, charge and spin	57.5	kcal per mole
charge	+2

Positions of all 24 atoms, in Å:
C1 -1.054 -1.336 1.019
N1 -0.017 -0.765 0.091
C2 0.531 -1.830 -0.813
C3 1.124 -0.151 0.831
C4 0.750 1.223 1.287
C5 0.493 2.247 0.272
N2 -0.349 1.674 -0.735
C6 -0.667 0.388 -0.906
N3 -1.350 -0.066 -1.926
H1 -1.938 -1.522 0.524
H2 -0.753 -2.158 1.589
H3 -1.370 -0.728 1.764
H4 1.423 -1.469 -1.435
H5 0.952 -2.682 -0.180
H6 -0.202 -2.322 -1.439
H7 1.953 0.030 0.181
H8 1.424 -0.765 1.660
H9 1.685 1.568 1.903
H10 -0.144 1.094 1.948
H11 -0.037 2.981 0.743
H12 1.325 2.685 -0.247
H13 -0.614 2.360 -1.560
H14 -1.678 0.675 -2.529
H15 -1.486 -1.133 -2.042

---

A single C5H8O molecule. Source: OMol25; level of theory: ωB97M-V with the def2-TZVPD basis set.

Output
maximum force	0.42	eV/Å
highest occupied orbital energy	-7.8	eV
energy	-7357.029	eV
E_LUMO	0.04004	Ha
ΔE to the lowest compared entry with this formula, charge and spin	120.5	kcal per mole
charge	0

Positions of all 14 atoms, in Å:
C1 1.890 0.058 -0.659
C2 0.511 -0.462 -0.663
C3 -0.585 0.597 -0.758
C4 -1.149 0.383 0.630
C5 -1.235 -0.992 1.128
O1 -0.053 -0.217 1.364
H1 2.059 1.099 -0.336
H2 2.123 -0.011 -1.737
H3 2.585 -0.623 -0.154
H4 -0.260 1.646 -0.872
H5 -1.302 0.355 -1.553
H6 -1.703 1.168 1.150
H7 -1.751 -1.207 2.057
H8 -1.130 -1.794 0.402

---

A single C4H8N2OS molecule in a non-equilibrium geometry. Source: OMol25; level of theory: ωB97M-V with the def2-TZVPD basis set.

Output
maximum force	3.07	eV/Å
highest occupied orbital energy	-8.5	eV
energy	-20137.951	eV
E_LUMO	0.01857	Ha
ΔE to the lowest compared entry with this formula, charge and spin	66.5	kcal per mole
charge	0

Positions of all 16 atoms, in Å:
N1 0.328 -1.918 -0.105
N2 0.171 -0.641 -0.549
C1 0.087 -0.399 -1.843
S1 0.262 -1.639 -3.027
C2 0.460 0.471 0.426
C3 -0.309 0.285 1.789
O1 -1.027 1.524 1.541
C4 -0.410 1.679 0.238
H1 -0.425 -2.506 -0.592
H2 1.160 -2.313 -0.470
H3 -0.036 0.647 -2.083
H4 1.491 0.689 0.549
H5 0.345 0.358 2.674
H6 -0.977 -0.586 1.770
H7 -1.151 1.678 -0.583
H8 0.031 2.672 0.267

---

A 2-piece molecular cluster, C4H9O2 overall in a non-equilibrium geometry. Source: OMol25; level of theory: ωB97M-V with the def2-TZVPD basis set.

Output
maximum force	2.61	eV/Å
highest occupied orbital energy	-3.6	eV
energy	-8389.970	eV
E_LUMO	0.13930	Ha
ΔE to the lowest compared entry with this formula, charge and spin	12.0	kcal per mole
charge	-1

Positions of all 15 atoms, in Å:
C1 0.346 0.407 -2.306
C2 1.675 1.082 -1.873
O1 1.584 1.880 -0.884
O2 2.744 0.689 -2.369
H1 0.609 -0.602 -2.626
H2 -0.184 0.971 -3.073
H3 -0.433 0.313 -1.534
C3 -0.164 -0.851 2.168
C4 -1.455 -0.377 1.454
H4 -0.418 -1.488 3.020
H5 0.548 -1.272 1.458
H6 0.335 -0.001 2.648
H7 -1.937 0.462 1.960
H8 -2.079 -1.256 1.471
H9 -1.171 0.042 0.486

---

C29H28FN2O2Pt as an isolated structure. Source: OMol25; level of theory: ωB97M-V with the def2-TZVPD basis set.

Output
maximum force	0.21	eV/Å
highest occupied orbital energy (spin up / spin down)	-10.8 / -11.8	eV
energy	-43554.598	eV
2S+1	5
E_LUMO (spin up / spin down)	-0.12748 / -0.23550	Ha
ΔE to the lowest compared entry with this formula, charge and spin	0.0	kcal per mole
charge	+1

Positions of all 63 atoms, in Å:
Pt1 -0.250 -1.945 -0.259
C1 -0.139 3.440 0.325
C2 -0.756 2.046 0.175
C3 -2.076 1.959 0.945
C4 -0.974 1.680 -1.282
C5 -1.857 2.438 -2.044
C6 -2.124 2.114 -3.360
C7 -1.518 1.007 -3.929
C8 -0.622 0.214 -3.219
C9 -0.057 -1.003 -3.937
C10 1.453 -1.225 -3.834
C11 -0.830 -2.268 -3.560
C12 -0.348 0.587 -1.894
N1 0.606 -0.165 -1.124
C13 1.835 0.341 -0.980
C14 2.258 1.528 -1.658
C15 3.517 2.037 -1.487
C16 4.432 1.398 -0.641
C17 4.072 0.234 0.029
C18 2.814 -0.277 -0.146
F1 2.498 -1.402 0.502
H1 0.154 3.617 1.361
H2 -0.853 4.218 0.049
H3 0.745 3.562 -0.302
H4 -0.067 1.325 0.619
H5 -2.794 2.690 0.569
H6 -1.917 2.169 2.004
H7 -2.530 0.971 0.850
H8 -2.343 3.295 -1.594
H9 -2.809 2.716 -3.942
H10 -1.736 0.747 -4.958
H11 -0.267 -0.817 -4.993
H12 1.741 -1.647 -2.871
H13 2.012 -0.300 -3.983
H14 1.767 -1.931 -4.605
H15 -0.738 -2.499 -2.487
H16 -0.449 -3.130 -4.110
H17 -1.893 -2.164 -3.774
H18 1.560 2.013 -2.324
H19 3.809 2.933 -2.016
H20 5.426 1.804 -0.509
H21 4.760 -0.284 0.682
C19 1.823 -4.321 -1.375
O1 0.789 -4.838 -0.517
C20 -0.097 -4.005 -0.018
O2 -0.995 -4.337 0.701
H22 2.519 -5.142 -1.509
H23 2.322 -3.480 -0.898
H24 1.397 -4.030 -2.332
N2 -2.450 0.926 8.995
C21 -2.221 0.617 7.913
C22 -1.936 0.233 6.561
C23 -1.191 1.097 5.746
C24 -0.924 0.738 4.449
C25 -1.388 -0.501 3.948
C26 -2.129 -1.365 4.788
C27 -2.406 -0.995 6.081
C28 -1.125 -0.869 2.634
C29 -0.858 -1.224 1.470
H25 -0.839 2.037 6.148
H26 -0.355 1.386 3.798
H27 -2.472 -2.312 4.393
H28 -2.976 -1.641 6.734

---

Q: maximum force of number 2 (C36H45FN6ORuSSi2)?
A: 2.29 eV/Å

---

Q: Which of these has the highest energy?
A: C5H8O

---

Repeat the seventh record exactly.
A 2-piece molecular cluster, C4H9O2 overall in a non-equilibrium geometry. Source: OMol25; level of theory: ωB97M-V with the def2-TZVPD basis set.

Output
maximum force	2.61	eV/Å
highest occupied orbital energy	-3.6	eV
energy	-8389.970	eV
E_LUMO	0.13930	Ha
ΔE to the lowest compared entry with this formula, charge and spin	12.0	kcal per mole
charge	-1

Positions of all 15 atoms, in Å:
C1 0.346 0.407 -2.306
C2 1.675 1.082 -1.873
O1 1.584 1.880 -0.884
O2 2.744 0.689 -2.369
H1 0.609 -0.602 -2.626
H2 -0.184 0.971 -3.073
H3 -0.433 0.313 -1.534
C3 -0.164 -0.851 2.168
C4 -1.455 -0.377 1.454
H4 -0.418 -1.488 3.020
H5 0.548 -1.272 1.458
H6 0.335 -0.001 2.648
H7 -1.937 0.462 1.960
H8 -2.079 -1.256 1.471
H9 -1.171 0.042 0.486